The following is a quantum chemistry calculation of a molecular structure, C28H42N11O2Sm at a distorted geometry, from OMol25.

As for the multiplicity: 6. As for the energy relative to the best compared isomer or geometry (same formula, charge and spin): 0.000 eV. As for the charge: +2. Its HOMO-LUMO gap (spin up / spin down) is 5.91 / 6.82 eV.

Each line ends with the Mulliken spin population.
Atoms and positions in Å:
Sm (-1.0006, -0.1490, -0.7120)  5.037
N (-0.0806, 2.2340, -1.3398)  -0.006
C (-0.9499, 3.4556, -1.4874)  0.000
C (-2.3809, 3.1426, -1.8610)  0.003
N (-2.9446, 1.9425, -1.1345)  -0.002
C (-4.0397, 1.3298, -1.9761)  0.000
C (-4.4459, -0.0954, -1.5677)  0.003
N (-3.2877, -1.0078, -1.7718)  -0.001
C (-3.4604, 2.4171, 0.1775)  0.001
C (-2.4369, 2.2916, 1.2722)  0.003
N (-1.9085, 0.8929, 1.3603)  -0.007
H (0.7312, 2.5409, -0.7652)  0.000
H (0.3151, 2.0340, -2.2555)  0.000
H (-0.5665, 4.1092, -2.2748)  0.000
H (-0.8880, 4.0623, -0.5557)  -0.001
H (-2.4368, 2.9663, -2.9451)  -0.001
H (-2.9834, 4.0593, -1.6433)  0.000
H (-3.6589, 1.2886, -3.0024)  -0.001
H (-4.9365, 1.9752, -1.9482)  0.000
H (-5.3064, -0.3919, -2.1594)  0.000
H (-4.7759, -0.1226, -0.5158)  -0.001
H (-3.0674, -1.1109, -2.7686)  0.000
H (-3.5301, -1.9482, -1.4480)  0.002
H (-4.3177, 1.7692, 0.4100)  -0.001
H (-3.8615, 3.4277, 0.0469)  0.000
H (-2.8778, 2.5468, 2.2262)  0.000
H (-1.5819, 2.9718, 1.0988)  -0.002
H (-2.6630, 0.2232, 1.6073)  0.001
H (-1.2223, 0.8374, 2.1332)  0.001
C (5.9241, 1.4719, -1.1440)  0.000
C (4.5960, 0.9901, -0.6197)  -0.003
C (4.3341, -0.4007, -0.5201)  0.002
C (3.1838, -0.8505, 0.0734)  -0.006
C (2.1360, 0.0170, 0.5302)  0.010
N (0.9206, -0.4913, 0.9843)  -0.019
C (1.0259, -1.4143, 2.0516)  -0.002
C (1.7861, -1.0608, 3.1781)  -0.004
C (2.1909, -1.9974, 4.1103)  0.000
C (1.7254, -3.3268, 4.0758)  -0.001
C (2.1957, -4.2460, 5.1493)  0.000
C (0.9170, -3.6996, 3.0045)  0.001
C (0.4769, -2.7367, 2.0578)  0.002
N (-0.5490, -3.0323, 1.1855)  0.003
C (-1.0794, -4.2954, 1.0695)  0.000
C (-2.3821, -4.1849, 0.5911)  0.000
C (-2.6838, -2.7848, 0.5868)  -0.002
N (-1.5911, -2.0707, 0.8703)  -0.001
C (2.4771, 1.3924, 0.5242)  -0.012
C (3.6325, 1.8595, -0.1465)  0.002
N (1.6988, 2.3616, 1.1790)  0.001
C (0.9483, 2.2775, 2.3542)  0.000
C (0.7973, 3.5299, 2.8770)  0.000
C (1.5314, 4.3889, 2.0057)  0.000
N (2.0114, 3.6976, 0.9612)  0.000
H (6.5784, 0.6067, -1.3637)  0.000
H (6.4610, 2.0961, -0.3614)  0.000
H (5.7757, 2.1040, -2.0261)  0.000
H (5.0476, -1.1087, -0.9084)  0.000
H (3.1009, -1.9248, 0.2114)  0.000
H (2.1215, -0.0451, 3.3210)  0.000
H (2.9349, -1.6771, 4.8576)  0.000
H (2.4830, -3.5713, 5.9642)  0.000
H (3.0724, -4.8152, 4.8538)  0.000
H (1.4462, -4.9404, 5.5184)  0.000
H (0.6023, -4.7386, 2.9704)  0.000
H (-0.5121, -5.1589, 1.4081)  0.000
H (-3.0408, -4.9888, 0.2570)  0.000
H (-3.6896, -2.3132, 0.5546)  0.000
H (3.7784, 2.9507, -0.1402)  0.000
H (0.6812, 1.2959, 2.7622)  0.000
H (0.3357, 3.7878, 3.8316)  0.000
H (1.6962, 5.4759, 2.0652)  0.000
C (-0.3310, -0.1885, -5.8445)  0.000
O (0.1687, -1.3091, -5.0623)  0.000
C (-0.0604, -1.2314, -3.7650)  0.002
O (-0.5724, -0.1975, -3.1932)  0.001
N (0.1755, -2.3887, -3.1035)  -0.001
N (0.1238, -2.3916, -1.6810)  0.002
H (-0.0803, -0.3980, -6.8885)  0.000
H (0.1607, 0.7338, -5.5255)  0.000
H (-1.4231, -0.1037, -5.7324)  0.000
H (0.6337, -3.1210, -3.6452)  0.000
H (1.0460, -2.3138, -1.2156)  -0.001
H (-0.3745, -3.2120, -1.3085)  0.000

The following is a quantum chemistry calculation of 3 unconnected molecules or ions with the total composition C28H42N4O7 at a distorted geometry, from OMol25.

As for the multiplicity: 1. As for the energy relative to the best compared isomer or geometry (same formula, charge and spin): 19.923 eV. As for the charge: 0. The SMILES is CC(=O)N(C)CCCCc1cc2c(cc1CCOC=O)C(=O)C(CC(N)(N)N)=CC2=O.CC(C)=O.CC(C)=O. Its HOMO-LUMO gap is 7.30 eV.

Each line ends with the Löwdin charge.
Atoms and positions in Å:
C (7.5631, -1.3880, 1.6278)  -0.035
C (6.3416, -1.0717, 0.5583)  -0.266
O (6.3701, -1.7011, -0.6458)  -0.086
N (5.1561, -0.1672, 0.8147)  -0.156
C (5.1119, 0.3565, 2.2339)  -0.121
C (5.0372, 0.9481, -0.2025)  -0.179
C (3.5731, 0.9451, -0.9995)  -0.177
C (2.3172, 0.8127, 0.0459)  -0.206
C (1.6155, 2.2823, 0.4271)  -0.166
C (-0.0180, 1.9509, 0.5160)  -0.088
C (-0.4471, 0.9385, 1.7717)  0.054
C (-2.0309, 0.5281, 1.9004)  -0.010
C (-3.1056, 1.1499, 0.7796)  -0.011
C (-2.6870, 2.1482, -0.4522)  0.058
C (-1.0868, 2.5470, -0.5749)  -0.088
C (-0.6263, 3.5223, -1.8533)  -0.116
C (-0.3720, 2.4538, -3.1147)  -0.187
O (-1.5823, 1.6776, -3.4414)  -0.147
C (-1.2803, 0.2558, -3.6862)  -0.148
O (-1.8517, -0.7920, -3.0860)  -0.038
C (-4.6858, 0.6373, 0.9744)  -0.169
O (-5.7552, 1.4107, 0.7588)  -0.044
C (-4.8226, -0.9383, 1.5189)  -0.076
C (-6.0553, -1.8632, 0.8687)  -0.054
C (-5.2675, -2.9749, -0.0995)  -0.589
N (-6.0977, -3.4422, -1.2741)  0.006
N (-3.9512, -2.4537, -0.6502)  0.026
N (-4.9389, -4.2204, 0.7267)  0.042
C (-3.8455, -1.5162, 2.5269)  0.052
C (-2.6221, -0.5126, 3.0688)  -0.202
O (-2.1703, -0.5018, 4.3314)  -0.049
H (8.5484, -1.4924, 0.9791)  0.105
H (7.7535, -0.5306, 2.4016)  0.074
H (7.3377, -2.3953, 2.1905)  0.104
H (4.0476, 0.8157, 2.5133)  0.095
H (5.8989, 1.2515, 2.2837)  0.106
H (5.3464, -0.4544, 3.0460)  0.104
H (5.0611, 1.9735, 0.3896)  0.126
H (5.8693, 0.8658, -1.0295)  0.133
H (3.4417, 1.8782, -1.7078)  0.111
H (3.5513, -0.0092, -1.6981)  0.117
H (1.4648, 0.1920, -0.5048)  0.115
H (2.5505, 0.2338, 1.0361)  0.094
H (1.9586, 2.6103, 1.5115)  0.114
H (1.8716, 3.1205, -0.3524)  0.094
H (0.3510, 0.4997, 2.5184)  0.111
H (-3.4177, 2.5816, -1.2635)  0.116
H (-1.4898, 4.2761, -2.1420)  0.126
H (0.3473, 4.1444, -1.5939)  0.114
H (0.5006, 1.6884, -2.8366)  0.136
H (-0.0818, 3.0750, -4.0635)  0.131
H (-0.4921, 0.0243, -4.5415)  0.169
H (-6.6841, -2.4203, 1.6834)  0.124
H (-6.7003, -1.2116, 0.1230)  0.123
H (-6.0338, -2.7807, -2.0984)  0.082
H (-5.7043, -4.3498, -1.6676)  0.087
H (-3.3243, -3.2514, -0.9722)  0.093
H (-4.0938, -1.8944, -1.5398)  0.075
H (-5.6455, -4.9350, 0.4368)  0.074
H (-5.1132, -3.9945, 1.7324)  0.050
H (-3.8998, -2.6223, 2.9259)  0.118
C (6.3366, -4.7257, -1.4753)  -0.040
C (7.6714, -5.2481, -1.0157)  -0.491
O (8.0166, -5.1699, 0.1623)  0.039
C (8.5675, -5.8701, -2.0530)  -0.031
H (5.7975, -4.3049, -0.6198)  0.075
H (6.4819, -3.9380, -2.2189)  0.081
H (5.7431, -5.5414, -1.8958)  0.084
H (8.8123, -5.1334, -2.8223)  0.085
H (8.0736, -6.7368, -2.4993)  0.084
H (9.4966, -6.2024, -1.5777)  0.083
C (-7.6165, 6.0785, 1.8470)  -0.030
C (-6.3044, 6.0020, 1.1134)  -0.494
O (-5.7093, 7.0191, 0.7612)  0.043
C (-5.7483, 4.6327, 0.8275)  -0.038
H (-7.8952, 7.1289, 1.9835)  0.082
H (-8.3972, 5.5824, 1.2648)  0.085
H (-7.5203, 5.6116, 2.8304)  0.086
H (-6.4457, 4.0721, 0.1998)  0.083
H (-5.5687, 4.1012, 1.7654)  0.086
H (-4.7974, 4.7315, 0.2930)  0.076

The following is a quantum chemistry calculation of 8 unconnected molecules or ions with the total composition C28H42N6O2S2 at a distorted geometry, from OMol25.

As for the multiplicity: 1. As for the energy relative to the best compared isomer or geometry (same formula, charge and spin): 2.428 eV. As for the charge: 0. Its HOMO-LUMO gap is 8.29 eV.

Each line ends with the Löwdin charge.
Atoms and positions in Å:
C (14.5341, 1.5377, 6.2040)  -0.265
S (13.5650, 0.2494, 7.0986)  0.817
O (12.1543, -0.0043, 6.5602)  -0.580
C (14.5158, -1.2519, 6.6005)  -0.247
H (14.0390, 2.4880, 6.4037)  0.043
H (14.5195, 1.3177, 5.1366)  0.050
H (15.5421, 1.5747, 6.6173)  0.047
H (14.1425, -1.4813, 5.6025)  0.050
H (14.3689, -2.0294, 7.3502)  0.046
H (15.5582, -0.9468, 6.5091)  0.034
C (22.0375, -10.0948, 7.7547)  -0.273
S (21.7804, -8.7786, 8.9845)  0.827
O (23.0536, -8.6761, 9.8561)  -0.583
C (21.9934, -7.3417, 7.8764)  -0.266
H (21.1560, -10.3302, 7.1584)  0.049
H (22.4426, -10.9403, 8.3106)  0.049
H (22.8565, -9.8189, 7.0904)  0.049
H (21.3753, -7.4528, 6.9855)  0.047
H (22.9795, -7.3836, 7.4139)  0.054
H (21.8123, -6.4668, 8.5008)  0.044
N (13.8823, -2.4230, 16.7475)  -0.028
C (14.3608, -1.9560, 15.5731)  -0.158
C (13.4725, -1.0502, 15.1318)  -0.119
C (12.4677, -0.9125, 16.1371)  -0.106
C (12.7200, -1.8581, 17.1237)  -0.133
H (14.4122, -3.1425, 17.2183)  0.149
H (15.3017, -2.3638, 15.2342)  0.112
H (13.5034, -0.4298, 14.2484)  0.090
H (11.5664, -0.3221, 16.2119)  0.086
H (12.2132, -2.1147, 18.0423)  0.107
N (20.2096, 3.2898, 13.6278)  0.010
C (20.2185, 3.8695, 12.3931)  -0.157
C (21.5048, 4.2771, 12.1055)  -0.154
C (22.3886, 3.8200, 13.0730)  -0.092
C (21.5211, 3.1883, 14.0166)  -0.135
H (19.3795, 2.9081, 14.0583)  0.150
H (19.3024, 4.0426, 11.8479)  0.102
H (21.7586, 4.8871, 11.2512)  0.091
H (23.4583, 3.9229, 12.9657)  0.091
H (21.8412, 2.6062, 14.8682)  0.096
N (18.6214, -2.1477, 9.0869)  -0.011
C (18.4643, -1.2377, 10.1213)  -0.118
C (18.3154, -1.9977, 11.2552)  -0.139
C (18.4441, -3.3179, 10.9298)  -0.116
C (18.6050, -3.3839, 9.5463)  -0.160
H (18.8793, -1.9092, 8.1399)  0.146
H (18.4425, -0.1923, 9.8511)  0.102
H (18.0558, -1.5802, 12.2168)  0.095
H (18.3952, -4.2704, 11.4365)  0.094
H (18.8434, -4.1661, 8.8407)  0.110
N (17.1276, -1.9653, 2.5719)  0.009
C (17.3005, -3.2755, 2.9542)  -0.146
C (18.3853, -3.3155, 3.8129)  -0.122
C (18.9256, -1.9894, 3.9857)  -0.113
C (18.1125, -1.1827, 3.2475)  -0.137
H (16.5062, -1.6871, 1.8259)  0.139
H (16.7324, -4.1103, 2.5712)  0.103
H (18.7832, -4.1901, 4.3061)  0.083
H (19.6925, -1.7043, 4.6907)  0.089
H (18.2925, -0.1462, 3.0030)  0.098
N (23.1851, -0.6798, 9.4445)  0.008
C (23.4892, -1.7312, 8.6167)  -0.155
C (24.5882, -1.4094, 7.8388)  -0.113
C (25.0201, -0.1170, 8.2509)  -0.111
C (24.0940, 0.3165, 9.1637)  -0.153
H (22.4446, -0.5800, 10.1240)  0.145
H (22.9102, -2.6375, 8.7155)  0.097
H (25.0600, -2.0552, 7.1130)  0.088
H (25.8668, 0.3899, 7.8121)  0.090
H (23.9410, 1.2021, 9.7625)  0.103
N (15.4457, -7.0819, 6.4920)  0.006
C (15.9859, -8.2305, 5.8205)  -0.124
C (16.8106, -8.8417, 6.6570)  -0.142
C (16.7975, -8.1082, 7.8437)  -0.141
C (15.9621, -7.0161, 7.7610)  -0.126
H (14.7641, -6.4614, 6.0792)  0.136
H (15.8000, -8.3475, 4.7631)  0.102
H (17.5178, -9.6515, 6.5546)  0.099
H (17.4285, -8.3085, 8.6970)  0.088
H (15.7479, -6.1983, 8.4331)  0.106